(1)
DFT (ωB97M-V/def2-TZVPD) results for C35H34N4NdO7P as an isolated structure at a distorted geometry.

Structure (XYZ):
```
82
Properties=species:S:1:pos:R:3:forces:R:3
Nd 1.158181 0.553381 0.004208 -1.2 -0.3 -0.2
O -0.211620 1.321198 -2.233816 -0.2 -0.1 -0.1
C 0.648028 1.749516 -3.298248 0.3 0.3 -0.2
C 1.696016 2.704386 -2.725583 -0.6 -0.2 -0.2
N 2.384605 2.125237 -1.570863 0.6 0.5 -0.4
C 3.073584 3.157236 -0.788716 0.2 -0.1 0.7
C 3.281900 2.705387 0.700444 0.9 1.7 -0.8
O 3.953916 3.422481 1.415049 -0.2 -0.1 -0.1
O 2.682795 1.631992 1.040634 0.5 -0.3 1.0
C 3.370470 1.123144 -2.009170 -0.1 -0.7 -0.3
C 2.716681 -0.241512 -2.434054 1.3 0.6 -0.9
O 3.232845 -0.862087 -3.343903 0.0 0.0 0.1
O 1.686028 -0.581938 -1.767071 -0.1 -1.0 -0.7
H -0.703336 0.557917 -2.567417 0.0 0.1 0.2
H 0.059497 2.297181 -4.046071 0.1 -0.1 0.1
H 1.121637 0.888981 -3.779986 -0.1 0.1 0.0
H 1.167366 3.603714 -2.399126 0.2 -0.1 0.0
H 2.402946 2.974965 -3.527918 -0.1 0.0 0.1
H 2.477602 4.075450 -0.760492 0.1 -0.2 0.0
H 4.054985 3.410214 -1.212637 -0.1 0.0 0.1
H 4.048852 0.903289 -1.173768 -0.1 0.1 -0.1
H 3.977537 1.502782 -2.846531 -0.1 -0.1 0.2
C -1.399851 -6.296602 -3.224997 -0.1 0.2 -0.2
O -0.739951 -7.156185 -2.328210 0.2 -0.2 0.4
C -0.760749 -6.840363 -1.006203 0.1 -0.1 0.2
C -0.009507 -7.662713 -0.159563 -0.1 0.0 -0.4
C 0.033468 -7.426322 1.193041 -0.1 0.4 0.2
C -0.627275 -6.320015 1.741077 -0.2 0.2 -1.5
C -1.403027 -5.521263 0.897797 0.1 -0.2 0.4
C -1.479224 -5.783363 -0.454592 0.0 0.0 -0.4
N -0.587441 -6.165300 3.119265 0.0 -0.6 1.0
N -0.597512 -5.085855 3.717279 0.0 -0.7 1.3
C -0.442441 -3.833881 3.155972 -0.3 1.5 -0.8
C -1.328913 -2.843900 3.564898 0.4 -1.1 -0.2
C -1.356577 -1.591495 2.975032 0.4 0.6 -0.6
C -0.431168 -1.224120 1.991080 -0.5 -1.0 0.7
O -0.487208 -0.097394 1.341673 -0.5 0.0 0.5
C 0.611539 -2.180051 1.685965 -0.3 -0.2 0.5
N 1.598560 -1.755180 0.854037 0.1 -0.8 0.0
C 2.535130 -2.612463 0.497207 0.0 0.2 0.0
C 2.598610 -3.923361 0.988351 -0.1 -0.1 0.3
C 1.654026 -4.350064 1.888089 0.2 0.1 -0.3
C 0.595333 -3.490756 2.239587 -0.1 0.4 0.1
H -1.189420 -6.690985 -4.216487 -0.1 0.1 0.0
H -1.011396 -5.277363 -3.150128 0.0 0.0 0.0
H -2.480913 -6.287014 -3.054817 0.0 0.0 0.0
H 0.530261 -8.489393 -0.592713 0.0 -0.1 -0.1
H 0.606412 -8.066276 1.846678 0.0 -0.1 0.1
H -1.980760 -4.703663 1.304352 0.0 0.1 0.0
H -2.104217 -5.152958 -1.067439 0.0 0.0 -0.1
H -2.079453 -3.118567 4.291595 0.0 0.0 0.1
H -2.125647 -0.887720 3.260175 0.0 0.1 0.0
H 3.289476 -2.254741 -0.198836 -0.1 0.0 0.0
H 3.404424 -4.572228 0.679430 0.0 0.0 0.0
H 1.727805 -5.334418 2.330875 0.0 0.0 0.0
C 0.148824 3.459195 2.313172 0.1 -0.1 -0.2
P -0.464973 2.878444 0.681738 -0.8 1.5 0.6
C -2.258280 2.993798 1.068471 0.1 -0.2 -0.2
C -2.876369 4.238536 1.147133 0.0 0.0 0.0
C -4.213696 4.336545 1.483814 0.0 0.1 0.0
C -4.944047 3.191958 1.761048 0.0 0.0 0.0
C -4.326806 1.952497 1.717073 -0.2 0.0 0.0
C -2.990021 1.849659 1.366500 0.1 -0.1 -0.1
C -0.289626 4.410744 -0.310592 0.2 -0.2 -0.1
C 0.576818 5.442369 0.035918 -0.1 -0.1 0.1
C 0.720675 6.543067 -0.793305 0.1 0.1 -0.1
C 0.001675 6.626541 -1.972686 0.0 0.1 0.1
C -0.867816 5.604978 -2.323215 -0.1 0.0 -0.1
C -1.000985 4.497585 -1.506762 0.0 0.0 0.1
H -0.340855 4.396415 2.578090 0.0 0.0 0.0
H 1.229351 3.584933 2.293760 0.1 0.0 0.1
H -0.104475 2.696562 3.046769 0.0 0.0 0.1
H -2.308690 5.136411 0.947245 0.0 0.1 0.0
H -4.687603 5.306790 1.538110 0.0 0.1 0.0
H -5.993440 3.270207 2.007755 0.0 0.0 0.1
H -4.895440 1.065904 1.959970 0.0 -0.1 0.0
H -2.495655 0.887886 1.339327 0.0 0.0 0.0
H 1.142415 5.404881 0.954933 0.1 0.0 0.1
H 1.395790 7.337495 -0.509787 0.0 0.1 0.0
H 0.109897 7.492121 -2.606724 0.0 0.1 -0.1
H -1.442392 5.681126 -3.232774 -0.1 0.0 -0.1
H -1.667184 3.686411 -1.769419 -0.1 0.0 -0.1
```
Positions in Å, forces in eV/Å.

Properties
Max |F| ... 0.0410 hartree/bohr
Total charge ... 0
LUMO energy (spin up / spin down) ... -0.30 / -0.29 eV
Energy above the lowest of the compared OMol25 structures with the same formula, charge and spin ... 3.5 kcal/mol
Multiplicity ... 4
Kohn-Sham gap (spin up / spin down) ... 7.01 / 7.02 eV
Expectation value of S² ... 3.752

Table of Löwdin atomic charges, one value per atom, all in e: Nd 1.756; O -0.152; C -0.190; C -0.143; N -0.260; C -0.085; C -0.649; O 0.066; O -0.221; C -0.090; C -0.673; O 0.061; O -0.218; H 0.112; H 0.130; H 0.118; H 0.100; H 0.145; H 0.105; H 0.140; H 0.136; H 0.139; C -0.087; O -0.079; C -0.272; C 0.002; C -0.022; C -0.307; C -0.011; C -0.010; N 0.066; N 0.069; C -0.263; C -0.019; C -0.004; C -0.351; O -0.318; C -0.136; N -0.004; C -0.100; C -0.020; C 0.015; C -0.092; H 0.094; H 0.096; H 0.095; H 0.118; H 0.114; H 0.119; H 0.104; H 0.115; H 0.110; H 0.120; H 0.111; H 0.116; C -0.226; P 0.986; C -0.350; C -0.092; C -0.078; C -0.086; C -0.078; C -0.083; C -0.401; C -0.105; C -0.071; C -0.079; C -0.077; C -0.123; H 0.055; H 0.031; H 0.057; H 0.106; H 0.104; H 0.102; H 0.103; H 0.076; H 0.104; H 0.109; H 0.103; H 0.106; H 0.112

(2)
DFT (ωB97M-V/def2-TZVPD) results for C35H34N5O10SSn as an isolated structure.

Structure (XYZ):
```
86
Properties=species:S:1:pos:R:3:forces:R:3
Sn -0.024866 -0.399367 -0.127908 -0.1 -0.1 0.2
O 0.836376 0.471177 6.728391 0.1 0.0 0.1
C -0.254247 0.592502 6.156844 0.0 0.0 -0.1
O -1.428445 0.557058 6.552909 -0.1 0.0 0.1
C -0.135367 0.767194 4.618120 0.1 0.0 -0.1
C 1.093569 0.616435 3.986217 -0.1 0.0 0.0
C 1.134683 0.594297 2.603789 0.0 0.0 -0.1
N 0.011271 0.723365 1.888093 0.3 0.2 -0.1
C -1.158942 0.993522 2.473586 0.1 -0.1 0.0
C -1.268429 1.011517 3.850900 0.0 0.0 0.0
C -2.278123 1.238009 1.530944 0.1 0.1 0.0
C -3.530522 1.663425 1.945011 0.0 0.0 0.0
C -4.501089 1.905201 0.988574 0.0 0.0 0.0
C -4.200617 1.710842 -0.349881 0.0 0.0 -0.1
C -2.930571 1.276407 -0.681237 -0.1 0.0 0.1
N -1.993524 1.063330 0.236725 0.0 -0.2 -0.1
C 2.376954 0.448452 1.791426 -0.2 0.0 -0.2
C 3.628656 0.269759 2.356795 0.0 0.0 0.0
C 4.723416 0.141049 1.518572 0.1 0.0 0.0
C 4.539972 0.209453 0.147141 0.0 0.1 0.0
C 3.256586 0.380503 -0.344827 -0.1 0.1 0.2
N 2.200617 0.497132 0.461036 0.0 -0.2 0.2
H 1.964641 0.495510 4.615027 0.0 0.0 0.0
H -2.200060 1.155928 4.380733 0.0 0.0 0.0
H -3.737651 1.807234 2.995023 0.0 0.0 0.0
H -5.485319 2.239709 1.288207 0.0 0.0 0.0
H -4.929828 1.890114 -1.126645 0.0 0.0 0.0
H -2.649095 1.072106 -1.703181 0.0 0.0 0.0
H 3.741553 0.222996 3.429845 0.0 0.0 0.0
H 5.710614 -0.012285 1.934057 0.0 0.0 0.0
H 5.373502 0.129648 -0.536343 0.0 0.1 0.1
H 3.040902 0.425863 -1.403087 0.0 0.0 -0.1
C -1.997784 0.007712 -4.193542 0.0 0.0 0.0
C -0.906495 -0.744694 -3.448763 0.0 -0.1 0.0
C -0.392300 -1.913948 -4.281426 -0.1 0.0 0.0
O -1.474770 -1.232501 -2.221636 -0.1 0.3 -0.2
C 0.277325 0.207400 -3.186521 -0.2 0.0 0.2
O 0.768479 0.803140 -4.117020 0.1 0.0 -0.2
O 0.706056 0.335449 -1.956665 0.2 0.2 0.1
H -2.819082 -0.672298 -4.418242 0.0 0.0 0.0
H -1.596166 0.418416 -5.116857 0.0 0.0 0.0
H -2.380746 0.836773 -3.599807 0.0 0.0 -0.1
H -1.223833 -2.575219 -4.530223 0.0 0.0 0.0
H 0.363170 -2.479260 -3.733568 0.0 0.0 0.0
H 0.046273 -1.536189 -5.203514 0.0 0.0 0.0
H -1.096270 -2.102649 -2.046658 0.1 -0.1 0.1
O -1.655802 -1.684518 1.152874 -0.2 0.1 -0.2
N -1.326381 -2.739476 1.856038 0.1 0.0 0.2
C -0.821374 -2.576226 3.096834 0.0 0.0 -0.1
C -0.464031 -3.665737 3.856527 0.0 0.0 0.0
C -0.624517 -4.943476 3.341219 0.0 0.0 0.0
C -1.149094 -5.086345 2.066322 0.0 0.0 -0.1
C -1.491272 -3.969124 1.334902 0.0 0.0 0.0
H -0.739176 -1.550259 3.421755 0.0 0.0 0.0
H -0.069307 -3.495663 4.848015 0.0 0.0 0.0
H -0.354675 -5.810977 3.926536 0.0 0.0 0.0
H -1.300254 -6.060880 1.624267 0.0 0.0 0.0
H -1.899464 -3.981520 0.336790 0.0 0.0 0.0
C 3.829477 -2.471608 -5.361322 0.0 0.0 0.0
C 4.324589 -2.973087 -4.034548 0.0 0.0 0.0
C 4.445188 -4.337365 -3.776202 0.0 0.0 0.0
C 4.901301 -4.795323 -2.550607 0.0 0.0 0.0
C 5.244978 -3.877056 -1.569086 0.0 0.0 0.0
C 5.133361 -2.513743 -1.803332 0.1 -0.1 0.0
C 4.672463 -2.071272 -3.031706 0.0 0.0 0.0
S 5.778903 -4.443267 0.017816 -0.1 0.0 0.0
O 6.414867 -3.325120 0.647360 0.0 0.1 0.0
O 6.432889 -5.710452 -0.122261 0.0 0.0 0.0
N 4.402432 -4.767573 0.834322 0.1 -0.1 0.1
C 3.356258 -3.765666 0.935706 0.0 0.1 0.0
C 2.162948 -4.075959 0.036191 0.0 0.1 0.1
C 1.220366 -2.899786 -0.045198 -0.1 0.1 -0.2
O 1.274847 -2.033904 0.882973 0.0 -0.1 0.0
O 0.451031 -2.764482 -1.026452 0.2 -0.2 0.2
H 3.822028 -3.263847 -6.108266 0.0 0.0 0.0
H 4.454717 -1.658351 -5.729522 0.0 0.0 0.0
H 2.814708 -2.082422 -5.268142 0.0 0.0 0.0
H 4.194765 -5.049544 -4.552682 0.0 0.0 0.0
H 5.011550 -5.854683 -2.358305 0.0 0.0 0.0
H 5.431194 -1.817082 -1.031483 0.0 -0.2 -0.1
H 4.593604 -1.007436 -3.222673 0.0 0.0 0.0
H 4.142861 -5.740057 0.770176 -0.1 0.0 0.0
H 3.793177 -2.804451 0.659343 0.0 0.0 0.0
H 3.029309 -3.657990 1.970588 0.0 0.0 0.0
H 1.611666 -4.929830 0.438442 -0.1 0.0 -0.1
H 2.471187 -4.329369 -0.980098 0.0 0.0 0.0
```
Positions in Å, forces in eV/Å.

Properties
Max |F| ... 0.0066 hartree/bohr
Total charge ... 0
LUMO energy (spin up / spin down) ... -0.89 / -1.67 eV
Energy above the lowest of the compared OMol25 structures with the same formula, charge and spin ... 0.0 kcal/mol
Multiplicity ... 2
Kohn-Sham gap (spin up / spin down) ... 6.37 / 6.54 eV
Expectation value of S² ... 0.755

Table of Löwdin atomic charges, one value per atom, all in e: Sn 1.560; O -0.019; C -0.695; O -0.023; C -0.079; C 0.070; C -0.183; N 0.038; C -0.202; C 0.059; C -0.203; C 0.018; C -0.033; C -0.030; C -0.086; N 0.040; C -0.204; C 0.020; C -0.023; C -0.051; C -0.088; N 0.041; H 0.121; H 0.122; H 0.119; H 0.116; H 0.112; H 0.088; H 0.119; H 0.122; H 0.107; H 0.112; C -0.004; C -0.519; C -0.003; O -0.085; C -0.566; O 0.093; O -0.164; H 0.096; H 0.096; H 0.070; H 0.096; H 0.086; H 0.094; H 0.053; O -0.183; N -0.182; C 0.024; C -0.007; C -0.047; C -0.037; C -0.007; H 0.125; H 0.127; H 0.114; H 0.117; H 0.145; C -0.035; C -0.257; C -0.028; C -0.054; C -0.289; C -0.058; C -0.021; S 0.624; O -0.282; O -0.286; N -0.132; C -0.209; C -0.062; C -0.630; O -0.090; O -0.049; H 0.078; H 0.087; H 0.075; H 0.115; H 0.118; H 0.075; H 0.119; H 0.117; H 0.104; H 0.127; H 0.125; H 0.121